Entry 1:
This record from OMol25 describes C6H11PS in the gas phase in a non-equilibrium geometry. The level of theory is wB97M-V/def2-TZVPD.

Cartesian coordinates (Å):
C1 0.750294 -1.743592 2.222168
C2 -0.456110 -1.843636 1.882307
C3 -0.982757 -1.577498 0.555319
C4 -0.652762 -0.534013 -0.197393
P1 0.605191 0.887171 0.205705
S1 -0.935014 1.338179 1.840676
C5 -0.068261 2.131567 -1.041953
C6 -1.368853 2.944020 -0.769560
H1 0.973350 -1.829778 3.258595
H2 1.346181 -1.154866 1.563528
H3 -1.227161 -2.320413 2.454660
H4 -1.858559 -2.160137 0.137464
H5 -1.278508 -0.304747 -1.118387
H6 0.188972 1.325299 2.850920
H7 0.786485 2.798960 -1.386753
H8 -0.248821 1.529149 -2.026636
H9 -1.759886 3.321042 -1.687248
H10 -2.069469 2.086869 -0.482170
H11 -1.281450 3.763941 -0.021729

Atoms 1-3, force components in eV/Å:
3.2 1.7 1.6
-5.0 -2.1 -2.2
-1.1 0.2 -1.5

Results
* F_max: 5.85 eV/A
* SMILES: C=C/C=C\P(S)CC
* orbital gap: 8.8 eV
* energy relative to the best compared isomer or geometry (same formula, charge and spin): 249.20 kJ/mol
* total charge: 0

Entry 2:
This record from OMol25 describes an isolated ion of composition C6H12 and charge -1 in a non-equilibrium geometry. The level of theory is wB97M-V/def2-TZVPD.

Cartesian coordinates (Å):
C1 -1.101645 0.174637 2.154744
C2 -0.111122 -0.670852 1.339345
C3 -0.001988 -0.275521 -0.101442
C4 1.200259 0.072790 -0.578967
C5 1.495417 0.721024 -1.886444
C6 -1.255448 -0.147177 -0.938000
H1 -2.134677 -0.021768 1.820547
H2 -1.085014 -0.002617 3.234113
H3 -0.989966 1.245209 1.951185
H4 -0.371001 -1.728126 1.481407
H5 0.883451 -0.477397 1.735344
H6 2.084482 -0.187430 -0.001860
H7 1.978875 1.699230 -1.687516
H8 0.682130 0.898224 -2.581874
H9 2.273545 0.074517 -2.326722
H10 -1.271751 0.600805 -1.724461
H11 -1.526889 -1.039239 -1.490829
H12 -2.096306 0.075832 -0.276075

Atoms 1-3, force components in eV/Å:
-0.9 0.1 -0.7
-0.1 -0.1 0.5
0.4 0.9 -0.7

Results
* F_max: 1.23 eV/A
* orbital gap (spin up / spin down): 2.8 / 9.4 eV
* energy relative to the best compared isomer or geometry (same formula, charge and spin): 19.33 kJ/mol
* spin multiplicity: 2
* ⟨S²⟩: 0.75
* total charge: -1

Entry 3:
This record from OMol25 describes a 2-piece molecular cluster, C6H12 overall. The level of theory is wB97M-V/def2-TZVPD.

Cartesian coordinates (Å):
C1 -0.712522 -2.363178 -0.212980
C2 -1.338303 -1.094495 -0.355815
C3 0.019348 0.381657 -0.932133
C4 -0.312536 1.735243 -0.373138
C5 1.003419 1.107150 -0.040812
C6 1.277653 0.645292 1.373413
H1 -0.682234 -3.045788 -1.053550
H2 -0.056676 -1.080695 -0.533536
H3 -0.388215 -2.701611 0.762908
H4 -1.652985 -0.550417 0.533432
H5 -1.937985 -0.889653 -1.240129
H6 0.253441 0.343582 -1.997116
H7 -1.056429 1.798066 0.423962
H8 -0.325328 2.588836 -1.048019
H9 1.872527 1.538194 -0.540098
H10 1.592787 1.487435 2.001460
H11 2.066539 -0.114345 1.403923
H12 0.377499 0.214725 1.828227

Atoms 1-3, force components in eV/Å:
-0.1 -0.3 0.1
-0.1 0.1 0.0
0.1 0.0 -0.1

Results
* F_max: 0.37 eV/A
* orbital gap: 8.0 eV
* energy relative to the best compared isomer or geometry (same formula, charge and spin): 592.24 kJ/mol
* total charge: 0

Entry 4:
This record from OMol25 describes C6H12 in the gas phase. The level of theory is wB97M-V/def2-TZVPD.

Cartesian coordinates (Å):
C1 3.175867 0.230774 -0.142318
C2 1.814945 -0.379429 -0.196284
C3 0.739643 0.103747 0.410030
C4 -0.641112 -0.490441 0.338525
C5 -1.675938 0.507003 -0.176768
C6 -3.103482 -0.038423 -0.159614
H1 3.540140 0.500773 -1.146635
H2 3.188105 1.132086 0.479794
H3 3.905016 -0.473028 0.266330
H4 1.709979 -1.269672 -0.826465
H5 0.845152 1.011240 1.020171
H6 -0.968964 -0.817019 1.331068
H7 -0.617445 -1.377128 -0.309149
H8 -1.412906 0.809171 -1.199910
H9 -1.617851 1.418665 0.443182
H10 -3.804210 0.709773 -0.567224
H11 -3.430343 -0.305646 0.849896
H12 -3.196212 -0.938608 -0.782482

Atoms 1-3, force components in eV/Å:
0.3 0.2 -0.1
-0.2 -0.1 -0.4
-0.1 0.1 0.3

Results
* F_max: 0.41 eV/A
* SMILES: C/C=C/CCC
* orbital gap: 10.5 eV
* energy relative to the best compared isomer or geometry (same formula, charge and spin): 70.96 kJ/mol
* total charge: 0

Entry 5:
This record from OMol25 describes C6H12 as an isolated structure. The level of theory is wB97M-V/def2-TZVPD.

Cartesian coordinates (Å):
C1 2.128289 -0.001139 -0.748542
C2 0.780531 -0.571196 -0.341896
C3 0.258757 -0.255586 1.017745
C4 -0.438453 0.239585 -0.604552
C5 -0.844734 1.194411 0.996057
C6 -1.652107 -0.618630 -0.868220
H1 2.187662 1.060335 -0.485889
H2 2.962521 -0.527387 -0.266251
H3 2.260278 -0.077049 -1.833164
H4 0.676196 -1.635207 -0.582114
H5 0.964955 0.270687 1.656011
H6 -0.263913 -1.061924 1.529138
H7 -1.826320 1.382316 0.555299
H8 -0.251075 2.102533 0.901954
H9 -1.061747 1.016816 2.064259
H10 -1.764568 -1.546806 -0.277442
H11 -1.525976 -0.918759 -1.914671
H12 -2.590293 -0.052995 -0.797726

Atoms 1-3, force components in eV/Å:
0.0 0.1 0.0
0.0 0.0 0.0
0.3 -0.2 0.3

Results
* F_max: 0.45 eV/A
* orbital gap: 8.3 eV
* energy relative to the best compared isomer or geometry (same formula, charge and spin): 501.29 kJ/mol
* total charge: 0

Entry 6:
This record from OMol25 describes C6H12 as an isolated structure. The level of theory is wB97M-V/def2-TZVPD.

Cartesian coordinates (Å):
C1 -1.068759 0.745740 0.903965
C2 -1.205948 -0.693983 0.457447
C3 0.111366 -1.484343 0.503604
C4 1.115602 -0.961774 -0.484214
C5 2.184411 -0.234069 -0.178360
C6 -0.097755 2.064862 -0.761504
H1 -0.103991 1.636617 0.375378
H2 -0.621629 0.801178 1.914922
H3 -2.015358 1.285132 0.944558
H4 -1.944932 -1.204035 1.098588
H5 -1.618432 -0.704164 -0.555403
H6 -0.105769 -2.538271 0.287484
H7 0.531398 -1.445486 1.518533
H8 0.887958 -1.158492 -1.534098
H9 2.429210 0.017112 0.852465
H10 2.836561 0.170717 -0.947447
H11 0.308198 1.362630 -1.504875
H12 -1.067171 2.423560 -1.126341

Atoms 1-3, force components in eV/Å:
-0.1 0.0 -0.3
0.0 0.0 -0.2
0.0 0.0 0.0

Results
* F_max: 0.94 eV/A
* orbital gap (spin up / spin down): 8.5 / 8.5 eV
* energy relative to the best compared isomer or geometry (same formula, charge and spin): 526.22 kJ/mol
* total charge: 0

Entry 7:
This record from OMol25 describes C6H12 in the gas phase. The level of theory is wB97M-V/def2-TZVPD.

Cartesian coordinates (Å):
C1 -0.148326 -1.666201 2.399683
C2 0.151052 -0.518331 1.470305
C3 -0.610185 -0.074527 0.480873
C4 -0.453443 1.297786 -0.155163
C5 0.432795 1.273479 -1.417339
C6 0.386298 -0.018901 -2.224328
H1 -1.131941 -1.521460 2.854160
H2 0.578821 -1.761903 3.201180
H3 -0.191388 -2.653872 1.932400
H4 1.024506 0.058995 1.761895
H5 -1.445575 -0.627933 0.068338
H6 -1.454469 1.643273 -0.404047
H7 0.002512 1.975463 0.567579
H8 0.211651 2.128032 -2.061693
H9 1.463844 1.439893 -1.089389
H10 -0.622142 -0.385258 -2.421062
H11 0.987772 -0.799072 -1.761876
H12 0.818223 0.210540 -3.201517

Atoms 1-3, force components in eV/Å:
-0.3 -0.6 -0.2
0.0 -0.1 0.5
0.1 0.7 -0.2

Results
* F_max: 0.95 eV/A
* SMILES: C/C=C/CCC
* orbital gap: 10.3 eV
* energy relative to the best compared isomer or geometry (same formula, charge and spin): 110.79 kJ/mol
* total charge: 0

Entry 8:
This record from OMol25 describes C6H12 in the gas phase in a non-equilibrium geometry. The level of theory is wB97M-V/def2-TZVPD.

Cartesian coordinates (Å):
C1 1.538051 1.634544 0.903325
C2 1.229111 0.549254 0.153536
C3 2.122436 -0.473216 -0.391373
C4 -0.309896 0.508610 -0.339897
C5 -1.225064 -0.534052 0.314961
C6 -2.483857 -0.799429 -0.505261
H1 2.577448 1.701475 1.108108
H2 0.699035 2.079416 1.497404
H3 2.960705 -0.697060 0.410872
H4 1.668277 -1.294999 -0.903255
H5 2.641854 -0.031820 -1.264924
H6 -0.223037 0.334970 -1.347398
H7 -0.757920 1.441406 0.119112
H8 -1.466617 -0.121444 1.381153
H9 -0.825645 -1.503395 0.711387
H10 -2.644990 -1.779967 -0.065966
H11 -2.281940 -0.971901 -1.589018
H12 -3.217951 -0.042393 -0.192764

Atoms 1-3, force components in eV/Å:
-1.1 -2.4 -0.1
-3.8 1.9 0.2
3.2 0.9 0.4

Results
* F_max: 5.42 eV/A
* SMILES: C=C(C)CCC
* orbital gap: 10.0 eV
* energy relative to the best compared isomer or geometry (same formula, charge and spin): 265.80 kJ/mol
* total charge: 0

Entry 9:
This record from OMol25 describes a 2-piece molecular cluster, C6H12 overall in a non-equilibrium geometry. The level of theory is wB97M-V/def2-TZVPD.

Cartesian coordinates (Å):
C1 -1.387676 -1.005848 1.275488
C2 -2.374067 -0.557942 0.511609
C3 -2.642266 0.918624 0.354180
H1 -1.280965 -2.047313 1.540485
H2 -0.583666 -0.313671 1.510389
H3 -3.165346 -1.178539 0.104441
H4 -3.622943 1.088844 -0.096497
H5 -1.908054 1.371757 -0.323032
H6 -2.502368 1.466085 1.280202
C4 1.567668 0.952145 0.229607
C5 1.928188 0.392055 -0.926263
C6 2.774580 -0.824295 -1.143629
H7 1.104173 1.924059 0.190539
H8 1.587210 0.325568 1.112069
H9 1.539935 0.894261 -1.805334
H10 2.178415 -1.735804 -1.134643
H11 3.650809 -0.912056 -0.507096
H12 3.136372 -0.757932 -2.172515

Atoms 1-3, force components in eV/Å:
0.2 -0.1 -0.8
-0.6 0.6 0.8
0.7 0.1 -1.0

Results
* F_max: 1.31 eV/A
* SMILES: C=CC.C=CC
* orbital gap: 10.6 eV
* energy relative to the best compared isomer or geometry (same formula, charge and spin): 231.35 kJ/mol
* total charge: 0

Entry 10:
This record from OMol25 describes C6H12 as an isolated structure in a non-equilibrium geometry. The level of theory is wB97M-V/def2-TZVPD.

Cartesian coordinates (Å):
C1 -1.750840 -1.427905 1.831405
C2 -1.183619 -0.801016 0.610934
C3 -0.122494 0.109378 0.563355
C4 0.403934 0.791640 -0.630583
C5 1.713368 1.590963 -0.209496
C6 0.626148 -0.063258 -1.765220
H1 -1.254150 -1.247659 2.672600
H2 -1.713267 -2.655387 1.702798
H3 -2.745656 -0.968524 1.932528
H4 -1.459827 -1.170034 -0.463161
H5 0.436827 0.436007 1.278000
H6 -0.555166 1.559106 -0.848273
H7 1.970151 1.946093 -1.052385
H8 2.373643 0.546963 0.343330
H9 1.539602 2.176689 0.641244
H10 -0.437861 -0.657070 -2.318232
H11 0.937013 0.586492 -2.723402
H12 1.222192 -0.752477 -1.565441

Atoms 1-3, force components in eV/Å:
-2.1 -3.3 -3.9
3.7 1.6 -2.4
-5.4 -4.3 -3.4

Results
* F_max: 11.64 eV/A
* orbital gap: 9.7 eV
* energy relative to the best compared isomer or geometry (same formula, charge and spin): 543.84 kJ/mol
* total charge: 0

Entry 11:
This record from OMol25 describes C6H12 in the gas phase in a non-equilibrium geometry. The level of theory is wB97M-V/def2-TZVPD.

Cartesian coordinates (Å):
C1 -0.649355 0.899515 -1.309596
C2 0.076711 -0.068720 -0.388249
C3 0.942629 -1.042035 -1.212891
C4 0.761053 0.600246 0.911194
C5 -0.404012 0.260942 1.745839
C6 -0.903923 -0.786616 0.650720
H1 -1.311362 0.375106 -2.011451
H2 -1.253447 1.600159 -0.725559
H3 0.070610 1.478831 -1.899523
H4 0.331472 -1.632796 -1.915690
H5 1.479393 -1.756782 -0.577042
H6 1.684568 -0.502710 -1.815209
H7 1.661837 0.029752 1.144193
H8 1.009405 1.520840 1.640036
H9 -1.150483 1.045267 1.866688
H10 0.245217 0.582082 2.720707
H11 -1.975731 -0.776692 0.359421
H12 -0.614582 -1.826388 0.816411

Atoms 1-3, force components in eV/Å:
-0.1 0.1 0.1
0.0 0.4 0.2
0.0 0.2 0.2

Results
* F_max: 3.66 eV/A
* SMILES: CC1(C)CCC1
* orbital gap: 10.1 eV
* energy relative to the best compared isomer or geometry (same formula, charge and spin): 390.77 kJ/mol
* total charge: 0

Entry 12:
This record from OMol25 describes C6H12AgF3O8S as an isolated structure in a non-equilibrium geometry. The level of theory is wB97M-V/def2-TZVPD.

Cartesian coordinates (Å):
Ag1 -1.507326 0.227913 2.177281
C1 2.199794 5.836133 -1.106919
F1 2.964554 4.761453 -1.434569
F2 2.960314 6.914253 -1.209029
F3 1.136864 5.838503 -1.939779
S1 1.343564 5.799193 0.658291
O1 1.328394 4.380833 1.063601
O2 2.151734 6.650163 1.497801
O3 -0.012176 6.339243 0.520411
C2 -5.435416 1.755523 4.609291
O4 -6.592006 2.090913 4.996881
O5 -4.776856 0.947213 5.202421
O6 -4.925116 2.346983 3.632091
C3 -0.524786 0.283793 -4.230919
C4 -0.246116 -0.531417 -2.966829
O7 -1.515096 -0.700037 -2.305929
H1 -1.003146 1.216053 -3.930639
H2 -1.151936 -0.270917 -4.928839
H3 0.398534 0.459843 -4.782809
H4 0.379104 0.044413 -2.284469
H5 0.255884 -1.484797 -3.131629
H6 -2.206316 -0.983447 -2.908839
C5 2.129814 -6.223377 0.733581
C6 1.047764 -5.728817 1.764191
O8 1.275194 -4.396087 2.147311
H7 1.851434 -7.234597 0.436891
H8 3.147544 -6.115357 1.108621
H9 2.001954 -5.687767 -0.207119
H10 1.242374 -6.280927 2.683651
H11 0.010364 -5.849057 1.452021
H12 2.071124 -4.405807 2.683981

Atoms 1-3, force components in eV/Å:
-0.3 0.2 0.1
-1.6 -1.1 2.0
-0.4 0.6 0.2

Results
* F_max: 5.05 eV/A
* orbital gap: 2.9 eV
* energy relative to the best compared isomer or geometry (same formula, charge and spin): 204.50 kJ/mol
* total charge: -2